14
Properties=species:S:1:pos:R:3:forces:R:3:nbo_charge:R:1 method="wB97M-V/def2-TZVPD" multiplicity=1 fmax_ev_per_a=0.9 e_lumo_ev=3.7 e_homo_ev=-2.68 mol_weight_g_mol=109.239 total_charge=-1 gap_ev=6.34 relative_energy_kcal_mol=21.2
C -2.120 -1.279 -0.170 0.41 -0.41 -0.28 -0.735
S -1.139 -1.488 -1.696 -0.02 -0.58 -0.56 -0.234
H -1.511 -1.214 0.731 0.04 0.52 -0.15 0.218
H -2.745 -0.418 -0.388 -0.02 0.16 0.65 0.206
H -2.749 -2.155 -0.014 -0.11 -0.04 -0.20 0.196
C 0.675 1.526 0.426 -0.37 -0.11 0.55 -0.619
C 1.834 0.530 0.493 -0.27 0.07 -0.82 -0.517
S 2.085 -0.234 -1.170 0.59 0.17 0.05 -0.642
H -0.268 0.975 0.420 -0.08 0.19 -0.42 0.194
H 0.776 2.150 -0.459 -0.13 -0.21 -0.24 0.209
H 0.594 2.236 1.262 0.27 -0.21 0.29 0.164
H 2.691 1.077 0.896 0.32 -0.40 -0.21 0.171
H 1.633 -0.364 1.074 -0.17 0.37 0.79 0.188
H 0.245 -1.339 -1.405 -0.48 0.50 0.55 0.201